Entry from the OMol25 dataset: a molecular structure, C34H73BIN2P2PtSi4 (ωB97M-V/def2-TZVPD).

Geometry (Å):
Pt1 -0.7482 0.4891 0.8177
C1 4.4403 1.3182 2.3561
C2 4.7957 1.3541 0.8601
C3 5.7288 0.1729 0.5806
C4 5.5501 2.6563 0.5696
P1 3.1513 1.0464 -0.0359
C5 2.5000 2.7846 0.1034
N1 1.0853 3.0633 -0.0612
B1 -0.1711 2.3335 0.1812
N2 -1.1705 3.2717 -0.3059
C6 -2.5760 3.0701 -0.1154
P2 -2.7977 1.2473 0.2343
C7 -4.0634 1.3943 1.6218
C8 -4.5637 0.0289 2.0812
C9 -5.2713 2.2720 1.2789
C10 -3.3112 2.0208 2.8079
C11 -3.5815 0.6830 -1.3836
C12 -4.8205 1.4325 -1.8782
C13 -2.4510 0.8387 -2.4127
C14 -3.9350 -0.7950 -1.2683
C15 -0.6086 4.4601 -0.7036
C16 -1.1844 5.6280 -1.1653
C17 -0.3449 6.6937 -1.4972
C18 1.0285 6.5793 -1.3542
C19 1.6106 5.4012 -0.8755
C20 0.7879 4.3359 -0.5501
C21 3.4665 0.9738 -1.8933
C22 3.8614 -0.4652 -2.2351
C23 2.0873 1.2469 -2.5150
C24 4.4937 1.9283 -2.4972
H1 5.3615 1.3344 2.9471
H2 3.8852 0.4167 2.6176
H3 3.8395 2.1785 2.6571
H4 6.5989 0.2308 1.2424
H5 6.0958 0.1798 -0.4460
H6 5.2279 -0.7809 0.7649
H7 6.3410 2.7820 1.3167
H8 4.9132 3.5389 0.6262
H9 6.0246 2.6434 -0.4102
H10 3.0251 3.3404 -0.6778
H11 2.8547 3.1972 1.0531
H12 -3.1618 3.4019 -0.9764
H13 -2.9255 3.6442 0.7480
H14 -5.0788 -0.5159 1.2924
H15 -5.2727 0.1688 2.9029
H16 -3.7364 -0.5781 2.4514
H17 -5.9759 1.7571 0.6284
H18 -4.9984 3.2169 0.8109
H19 -5.7976 2.5070 2.2091
H20 -2.3275 1.5770 2.9412
H21 -3.8885 1.8477 3.7209
H22 -3.1875 3.0998 2.6995
H23 -4.6906 2.5142 -1.9041
H24 -5.6978 1.2045 -1.2752
H25 -5.0389 1.1080 -2.9006
H26 -2.2328 1.8886 -2.6233
H27 -2.7492 0.3565 -3.3488
H28 -1.5334 0.3650 -2.0536
H29 -4.8249 -0.9528 -0.6587
H30 -3.1123 -1.3646 -0.8351
H31 -4.1521 -1.1950 -2.2614
H32 -2.2595 5.7168 -1.2634
H33 -0.7738 7.6188 -1.8615
H34 1.6660 7.4176 -1.6058
H35 2.6840 5.3502 -0.7500
H36 3.1474 -1.1678 -1.8147
H37 4.8459 -0.7283 -1.8484
H38 3.8793 -0.5948 -3.3221
H39 1.3109 0.6419 -2.0370
H40 2.1115 0.9924 -3.5794
H41 1.7996 2.2957 -2.4230
H42 5.5127 1.6445 -2.2306
H43 4.3340 2.9654 -2.1957
H44 4.4171 1.8919 -3.5890
I1 -0.0023 0.2009 4.0859
C25 0.8618 0.6910 2.1216
H45 1.6739 -0.0140 2.0543
H46 1.2619 1.6840 2.3131
C26 0.4386 -2.2459 -2.9319
Si1 -0.5458 -3.1757 -1.6063
C27 0.1518 -4.9410 -1.5449
C28 -2.1884 -3.4463 -2.5172
Si2 -0.5824 -2.1056 0.5251
Si3 1.4834 -3.1342 1.2464
C29 1.3021 -4.8619 2.0133
C30 2.8111 -3.3869 -0.1086
C31 2.5023 -2.2113 2.5457
Si4 -2.1173 -3.5971 1.5530
C32 -3.9128 -3.3551 0.9975
C33 -2.1048 -3.3048 3.4211
C34 -1.9703 -5.4710 1.2839
H47 0.4965 -2.8471 -3.8455
H48 1.4531 -1.9976 -2.6333
H49 -0.0704 -1.3099 -3.1801
H50 0.1698 -5.3554 -2.5586
H51 -0.4801 -5.5843 -0.9327
H52 1.1637 -4.9935 -1.1478
H53 -1.9803 -4.0334 -3.4178
H54 -2.6246 -2.5031 -2.8361
H55 -2.9302 -3.9882 -1.9271
H56 1.0170 -5.6002 1.2615
H57 0.5722 -4.8948 2.8241
H58 2.2732 -5.1645 2.4196
H59 2.4770 -3.2048 -1.1272
H60 3.1875 -4.4138 -0.0701
H61 3.6545 -2.7206 0.0919
H62 1.9350 -1.9178 3.4292
H63 2.9332 -1.3230 2.0816
H64 3.3326 -2.8497 2.8662
H65 -4.2289 -2.3224 1.0390
H66 -4.5766 -3.9415 1.6422
H67 -4.0527 -3.7070 -0.0272
H68 -2.5190 -2.3187 3.6466
H69 -1.0906 -3.3217 3.8256
H70 -2.7007 -4.0571 3.9472
H71 -2.2437 -5.7284 0.2580
H72 -2.6921 -5.9645 1.9440
H73 -0.9864 -5.8835 1.4924

Cartesian forces (eV/Å) of the 2 atoms listed first:
0.37 -0.37 0.39
-0.01 0.03 -0.02

LUMO in eV: 2.334
HOMO-LUMO gap in eV: 6.41
Maximum force in Eh/bohr: 0.0168
Total energy in a.u.: -3731.63731
ΔE to the lowest compared entry with this formula, charge and spin in eV: 0.000
Charge: -1
Highest occupied orbital energy in eV: -4.074